One molecule with the formula C2H4F4N2O2 at a distorted geometry. Source: OMol25; level of theory: the ωB97M-V functional and the def2-TZVPD basis.

Its total energy is -737.75536 hartree. For the HOMO-LUMO gap, the calculation gives 0.424 hartree. The SMILES is OCC(O)(N(F)F)N(F)F. The total charge is 0. Its HOMO energy is -11.011 eV.

```
14
Properties=species:S:1:pos:R:3:forces:R:3
O -2.153157 -0.457825 -0.639280 0.4804 0.7470 0.7553
C -0.789958 -0.858428 -0.624724 -2.1678 -0.2832 0.2958
C 0.107987 0.068468 0.218740 0.0079 0.3217 -0.1471
O -0.305688 0.346580 1.504452 -1.3532 -3.4810 -1.2441
N 0.091673 1.404035 -0.470865 -1.0088 0.9661 1.5797
F 0.605751 1.491297 -1.713817 0.7804 -0.6864 0.1380
F 0.939947 2.191410 0.360785 0.0610 -0.1085 -0.9349
N 1.341800 -0.625407 -0.031533 2.5104 -0.0752 -0.5380
F 1.313196 -1.910861 0.490311 -0.0951 0.6027 0.4118
F 2.446314 -0.043131 0.596057 -0.9093 -0.1899 0.1676
H -2.257396 -0.153016 0.272089 -0.8332 0.1115 -0.0495
H -0.438179 -0.678267 -1.633740 0.2469 -0.8778 -0.1779
H -0.852013 -1.910407 -0.240696 1.1446 0.9083 -0.6047
H -0.050277 1.135554 1.912221 1.1357 2.0446 0.3480
```
Forces are in eV/Å.